No. 1
# C4H13NO2

3 unconnected molecules or ions with the total composition C4H13NO2 at a distorted geometry (the ωB97M-V functional and the def2-TZVPD basis, OMol25).

```
20
Properties=species:S:1:pos:R:3
C -2.42 -2.55 0.41
C -2.20 -1.36 -0.53
C -0.86 -0.63 -0.62
C 0.22 -1.29 -1.24
N 1.53 -1.05 -1.04
H -2.52 -2.16 1.52
H -3.41 -2.96 0.21
H -1.70 -3.45 0.35
H -3.01 -0.63 -0.40
H -2.46 -1.93 -1.51
H -0.70 0.29 -0.07
H -0.14 -2.20 -1.71
H 2.28 -1.65 -1.47
H 1.87 -0.08 -0.87
H 0.35 4.17 2.04
H 0.70 3.17 3.28
O 1.02 3.52 2.37
H 1.66 2.50 0.60
H 2.28 2.65 -0.83
O 2.18 2.05 -0.12
```

HOMO level (eV): -7.105
E (eV): -9942.380
Max |F| (eV/Å): 4.6
Lowest unoccupied orbital energy (eV): 0.4
Orbital gap (eV): 7.53

No. 2
# C4H13NO2

2 unconnected molecules or ions with the total composition C4H13NO2 at a distorted geometry (the ωB97M-V functional and the def2-TZVPD basis, OMol25).

```
20
Properties=species:S:1:pos:R:3
C 1.75 1.78 0.37
C 1.51 -0.55 -0.49
C 0.59 -1.34 0.43
C -0.79 -1.67 -0.04
H -4.32 1.80 0.25
H -3.46 0.51 -0.06
H 2.81 1.61 0.49
H 1.61 2.78 0.03
H 1.30 1.65 1.37
H 1.25 1.16 -1.55
H 2.51 -0.65 -0.10
H 1.51 -0.98 -1.50
H 0.59 -0.93 1.42
H 1.02 -2.33 0.53
H -0.87 -2.18 -0.94
H -1.29 -2.28 0.75
H -0.92 0.34 -0.13
N 1.09 0.85 -0.58
O -4.36 0.86 -0.09
O -1.54 -0.44 -0.17
```

HOMO level (eV): -9.390
E (eV): -9943.238
Max |F| (eV/Å): 3.9
Lowest unoccupied orbital energy (eV): 0.8
Orbital gap (eV): 10.21

No. 3
# C4H13NO2

2 unconnected molecules or ions with the total composition C4H13NO2 (the ωB97M-V functional and the def2-TZVPD basis, OMol25).

```
20
Properties=species:S:1:pos:R:3
C -1.34 0.57 -1.84
N -0.02 0.26 -1.33
C 0.40 1.17 -0.27
C 1.68 0.69 0.41
C 1.48 -0.41 1.44
O 0.52 -1.37 1.01
H -1.86 -0.35 -2.07
H -1.30 1.21 -2.73
H -1.95 1.10 -1.10
H -0.02 -0.67 -0.94
H -0.34 1.25 0.53
H 0.56 2.15 -0.72
H 2.06 1.55 0.98
H 2.49 0.52 -0.31
H 2.44 -0.89 1.62
H 1.18 0.04 2.39
H 0.68 -2.20 1.50
H -2.65 -2.12 0.17
H -1.52 -1.24 0.74
O -2.47 -1.25 0.53
```

HOMO level (eV): -8.509
E (eV): -9943.352
Max |F| (eV/Å): 1.0
Lowest unoccupied orbital energy (eV): 0.5
Orbital gap (eV): 9.00

No. 4
# C4H13NO2

A molecular structure, C4H13NO2 at a distorted geometry (the ωB97M-V functional and the def2-TZVPD basis, OMol25).

```
20
Properties=species:S:1:pos:R:3
C -1.28 0.96 -1.62
C 1.07 1.63 -1.18
O -1.90 1.25 -0.60
H -1.26 0.16 0.88
H -1.28 1.63 -2.49
H -0.98 -0.08 -1.83
H 0.66 2.34 -1.89
H 1.86 1.11 -1.73
H 1.45 2.32 -0.42
C 1.85 -0.37 0.50
C -1.31 -1.91 1.21
N -0.86 -0.57 1.49
O 0.72 0.30 0.02
H -0.97 -0.28 2.45
H 2.32 0.18 1.33
H 1.58 -1.38 0.81
H 2.60 -0.46 -0.31
H -0.98 -2.20 0.21
H -2.40 -2.02 1.24
H -0.88 -2.62 1.93
```

HOMO level (eV): -7.864
E (eV): -9938.526
Max |F| (eV/Å): 4.4
Lowest unoccupied orbital energy (eV): 0.0
Orbital gap (eV): 7.88

No. 5
# C4H13NO2

3 unconnected molecules or ions with the total composition C4H13NO2 at a distorted geometry (the ωB97M-V functional and the def2-TZVPD basis, OMol25).

```
20
Properties=species:S:1:pos:R:3
C 1.42 -1.85 0.69
C 1.35 -1.74 -0.75
C 1.27 -0.45 -1.30
N 1.25 0.76 -0.52
C 1.54 -2.88 -1.71
H 0.62 -1.47 1.45
H 1.19 -3.01 0.87
H 2.39 -1.40 1.18
H 0.96 -0.27 -2.30
H 1.04 1.59 -0.93
H 1.30 0.77 0.53
H 0.60 -3.02 -2.18
H 2.22 -2.65 -2.47
H 2.00 -3.74 -1.29
H -2.94 -0.90 -0.89
H -3.09 -0.01 0.30
O -3.50 -0.88 -0.02
H -1.61 5.72 3.53
H -1.87 5.17 2.07
O -2.12 5.80 2.80
```

HOMO level (eV): -7.579
E (eV): -9941.510
Max |F| (eV/Å): 5.3
Lowest unoccupied orbital energy (eV): 0.3
Orbital gap (eV): 7.85

No. 6
# C4H13NO2

2 unconnected molecules or ions with the total composition C4H13NO2 at a distorted geometry (the ωB97M-V functional and the def2-TZVPD basis, OMol25).

```
20
Properties=species:S:1:pos:R:3
C -0.30 1.42 1.04
C 0.68 0.19 0.76
C 2.17 0.51 0.44
N 0.01 -0.72 -0.32
C -0.22 -0.06 -1.68
O -1.30 -0.72 -2.26
H -0.12 2.07 0.19
H -1.36 1.23 1.09
H 0.11 1.94 1.93
H 0.74 -0.36 1.65
H 2.48 0.17 -0.55
H 2.12 1.62 0.26
H 2.71 0.37 1.35
H 0.64 -1.63 -0.40
H -0.35 0.97 -1.48
H 0.67 0.00 -2.41
H -1.56 -1.59 -1.78
H -2.51 -1.48 1.48
H -1.94 -1.82 0.01
O -2.66 -2.11 0.69
```

HOMO level (eV): -9.602
E (eV): -9941.997
Max |F| (eV/Å): 3.9
Lowest unoccupied orbital energy (eV): 0.8
Orbital gap (eV): 10.38